This record from the Open Molecules 2025 dataset describes a structure of composition C18H50N3NaO6 at a distorted geometry. The level of theory is ωB97M-V with the def2-TZVPD basis set.

Summary:
LUMO: -0.86 eV
Frontier orbital gap: 5.92 eV

Cartesian coordinates (Å):
Na (1.53031, -3.32945, 0.41885)
C (-0.14018, 0.12223, -0.58368)
C (0.59786, 0.15499, 0.69572)
O (1.61293, -0.72766, 0.86186)
H (-1.06046, 0.70257, -0.64995)
H (-0.40037, -0.85847, -0.98196)
H (0.31403, 0.61124, -1.44546)
H (-0.12882, 0.14944, 1.50812)
H (1.02420, 1.15774, 0.72450)
C (4.21576, 3.80116, 1.51013)
C (3.81641, 2.70205, 2.57049)
C (2.35499, 2.64199, 3.01875)
O (2.23986, 1.51471, 3.94968)
C (0.89067, 1.30021, 4.47843)
N (4.20190, 1.41490, 1.89943)
H (5.19499, 3.75701, 1.03342)
H (4.31769, 4.76139, 2.01577)
H (3.49834, 3.86240, 0.69181)
H (4.49355, 2.86700, 3.40857)
H (1.80774, 2.38365, 2.11217)
H (1.87727, 3.59587, 3.24239)
H (0.88334, 0.70439, 5.39114)
H (0.25298, 0.64017, 3.89039)
H (0.30932, 2.19953, 4.68177)
H (3.54657, 1.23826, 1.15147)
H (5.09649, 1.46554, 1.43335)
C (1.13098, -1.92102, -3.50178)
C (0.84565, -3.44314, -3.11711)
C (1.12127, -4.40092, -4.17163)
O (0.07592, -4.26805, -5.15747)
C (0.42728, -4.82464, -6.45151)
N (1.89166, -3.74289, -2.21012)
H (1.77688, -1.78812, -4.36969)
H (1.68684, -1.40806, -2.71693)
H (0.23182, -1.31058, -3.41824)
H (-0.16425, -3.56422, -2.72526)
H (1.07998, -5.35098, -3.63891)
H (2.14722, -4.23569, -4.50059)
H (-0.29721, -5.00370, -7.24596)
H (0.92659, -5.75780, -6.19071)
H (1.13310, -4.16974, -6.96241)
H (2.08996, -4.72227, -2.06321)
H (2.76935, -3.39717, -2.57102)
C (-5.11660, -1.18529, 1.58760)
C (-3.68751, -1.50394, 1.86828)
C (-3.20669, -0.57335, 2.95545)
O (-3.53545, -1.01940, 4.31063)
C (-3.14569, -0.13318, 5.34407)
N (-3.54612, -2.93159, 2.11311)
H (-5.84901, -1.05879, 2.38489)
H (-5.47930, -2.01576, 0.98190)
H (-5.25224, -0.27709, 1.00035)
H (-3.11572, -1.27886, 0.96800)
H (-3.32057, 0.49530, 2.77349)
H (-2.14296, -0.80158, 2.88836)
H (-3.54964, 0.87884, 5.31711)
H (-2.06053, -0.13477, 5.44662)
H (-3.49868, -0.73943, 6.17832)
H (-3.09957, -2.92198, 3.01899)
H (-4.47661, -3.16180, 2.43137)
C (-4.93900, 2.48781, -0.51733)
C (-3.61342, 2.40547, -1.38630)
O (-3.40724, 3.64964, -2.05465)
H (-5.66648, 3.17620, -0.94744)
H (-4.75152, 2.98831, 0.43264)
H (-5.27114, 1.47631, -0.28354)
H (-3.88920, 1.80509, -2.25324)
H (-2.65516, 2.09171, -0.97231)
H (-3.86703, 3.63061, -2.89716)
C (4.15888, 2.80310, -2.16720)
C (2.85606, 1.98462, -1.91517)
O (3.31929, 0.81949, -1.21350)
H (4.07277, 3.74554, -2.70802)
H (4.97546, 2.19704, -2.55961)
H (4.44545, 3.16525, -1.17986)
H (2.23043, 1.76369, -2.77997)
H (2.28713, 2.42477, -1.09622)
H (2.57740, 0.22414, -1.08403)

Table of Löwdin atomic charges, one value per atom, all in e: 0.68 -0.11 -0.55 -0.33 0.04 0.06 0.05 0.07 0.07 -0.08 -0.37 -0.17 -0.17 -0.10 0.04 0.06 0.06 0.06 0.12 0.09 0.12 0.07 0.06 0.08 0.03 0.06 -0.01 -0.42 -0.24 -0.17 -0.08 -0.01 0.09 0.05 0.07 0.15 0.13 0.14 0.08 0.08 0.08 0.08 0.10 -0.08 -0.47 -0.17 -0.20 -0.10 0.06 0.09 0.08 0.05 0.13 0.13 0.11 0.09 0.08 0.09 0.06 0.06 -0.06 -0.27 -0.11 0.07 0.06 0.04 0.10 0.09 0.07 -0.07 -0.28 -0.12 0.07 0.07 0.03 0.10 0.09 0.03

This record from the Open Molecules 2025 dataset describes a structure of composition C18H51Ag3N6O6 at a distorted geometry. The level of theory is ωB97M-V with the def2-TZVPD basis set.

Summary:
Charge: +2
LUMO: -8.63 eV
Energy above the lowest of the compared OMol25 structures with the same formula, charge and spin: 176.6 kcal/mol
Frontier orbital gap: 3.19 eV

Cartesian coordinates (Å):
Ag (2.79739, -3.90318, -3.68440)
Ag (-3.28012, -2.46010, -5.38843)
Ag (-1.25638, -7.56607, -2.87263)
C (-0.73376, -3.03070, -0.35652)
O (-0.81352, -3.39265, -1.72092)
H (-1.06345, -3.87668, 0.24657)
H (0.25538, -2.87448, 0.07392)
H (-1.35576, -2.15732, -0.16048)
C (-5.69420, -3.47631, 4.38306)
C (-5.25898, -4.08145, 5.69992)
C (-3.76467, -4.04482, 5.76298)
O (-3.43292, -4.65021, 6.95967)
C (-2.04436, -4.65715, 7.13099)
N (-5.83251, -3.30167, 6.79235)
H (-5.48167, -2.40795, 4.42226)
H (-6.72628, -3.68981, 4.10497)
H (-5.17596, -3.81406, 3.48559)
H (-5.67489, -5.08618, 5.62482)
H (-3.32404, -3.05543, 5.88565)
H (-3.35933, -4.67213, 4.96907)
H (-1.50679, -5.11820, 6.30241)
H (-1.70552, -5.34101, 7.90921)
H (-1.64965, -3.67718, 7.39925)
H (-5.45268, -3.77056, 7.60228)
H (-5.31983, -2.43614, 6.70219)
C (-6.52205, 1.42054, -5.56390)
C (-6.21153, 1.51874, -4.11721)
C (-7.23497, 2.51189, -3.46980)
O (-7.39657, 2.58077, -2.04927)
C (-6.10917, 2.71429, -1.32486)
N (-6.21564, 0.24097, -3.48520)
H (-7.47200, 0.93478, -5.78691)
H (-5.79413, 0.82773, -6.11782)
H (-6.56130, 2.33421, -6.15699)
H (-5.29005, 2.07550, -3.94694)
H (-8.21462, 2.09318, -3.70018)
H (-7.07290, 3.56105, -3.71697)
H (-5.61089, 3.67763, -1.43339)
H (-5.30938, 1.98741, -1.46657)
H (-6.31435, 2.59023, -0.26156)
H (-5.84373, 0.34078, -2.55148)
H (-7.08699, -0.09042, -3.09657)
C (6.84380, -2.92790, 0.19087)
C (7.25005, -1.69714, -0.52869)
C (8.65533, -1.78716, -1.24634)
O (9.62350, -2.09386, -0.18355)
C (10.88669, -2.44409, -0.65794)
N (6.23071, -1.24901, -1.50462)
H (5.97210, -2.53897, 0.71715)
H (7.56676, -3.42885, 0.83467)
H (6.55326, -3.66069, -0.56193)
H (7.49183, -0.88814, 0.16063)
H (8.96300, -0.86129, -1.73236)
H (8.56037, -2.50686, -2.05943)
H (11.52786, -2.72907, 0.17620)
H (11.24062, -1.50705, -1.08781)
H (11.00575, -3.28086, -1.34623)
H (5.66354, -0.53571, -1.06916)
H (6.64709, -0.69071, -2.23607)
C (2.35643, 2.88299, 2.43457)
C (2.45634, 3.88475, 1.28888)
C (2.14629, 5.28747, 1.90626)
O (2.01485, 6.24709, 0.85011)
C (1.78131, 7.53848, 1.52249)
N (3.85073, 3.83538, 0.80629)
H (2.84477, 3.19672, 3.35718)
H (2.80712, 1.96937, 2.04691)
H (1.31293, 2.69750, 2.68913)
H (1.83293, 3.70481, 0.41306)
H (3.00551, 5.53502, 2.52961)
H (1.21282, 5.28560, 2.46904)
H (2.62699, 7.79026, 2.16243)
H (0.77867, 7.60762, 1.94442)
H (1.77959, 8.32528, 0.76814)
H (3.98509, 4.62097, 0.18589)
H (4.46518, 4.02222, 1.58580)
C (0.21548, 1.75853, -5.89700)
O (-0.73752, 1.21381, -6.28837)
N (0.83780, 2.75483, -6.52164)
N (0.76600, 1.32242, -4.79747)
H (0.48287, 2.97518, -7.44119)
H (1.72515, 3.11797, -6.20409)
H (0.22357, 0.75927, -4.15815)
H (1.66138, 1.71610, -4.54566)

Table of Löwdin atomic charges, one value per atom, all in e: 0.83 0.95 0.76 -0.33 -0.43 0.05 0.05 0.07 -0.08 -0.45 -0.25 -0.19 -0.12 0.06 0.08 0.08 0.07 0.15 0.13 0.13 0.08 0.09 0.09 0.07 0.07 -0.09 -0.48 -0.19 -0.18 -0.08 0.04 0.09 0.06 0.09 0.14 0.13 0.13 0.09 0.06 0.09 0.05 0.09 -0.07 -0.45 -0.16 -0.19 -0.13 0.02 0.08 0.09 0.07 0.14 0.12 0.12 0.09 0.09 0.09 0.06 0.06 -0.08 -0.42 -0.23 -0.20 -0.08 0.02 0.08 0.07 0.07 0.13 0.12 0.12 0.09 0.09 0.08 0.06 0.07 -0.83 0.05 0.18 0.15 0.12 0.11 0.11 0.11